# C44H102N14O16P4

10 unconnected molecules or ions with the total composition C44H102N14O16P4 in a non-equilibrium geometry (ωB97M-V/def2-TZVPD, the OMol25 dataset).

Geometry as XYZ:
```
180
Properties=species:S:1:pos:R:3:forces:R:3
C 1.38610 1.20070 -4.26117 -2.24 0.41 -1.22
C 1.53147 2.72174 -4.19713 -0.76 -0.55 0.07
O 2.84694 2.80798 -3.79382 3.09 1.80 0.74
C 3.57944 1.70974 -4.11786 1.99 0.55 0.78
O 4.81231 1.63179 -4.14959 -3.65 0.27 0.09
O 2.69442 0.75071 -4.29746 1.60 -2.13 -0.52
H 0.92409 0.96439 -5.21971 -0.12 -0.35 0.11
H 0.79745 0.71559 -3.48255 0.31 0.22 0.28
H 0.88297 3.22703 -3.48143 0.07 -0.16 0.01
H 1.46305 3.20695 -5.17077 -0.36 -0.09 -0.13
C -0.25760 -3.78665 3.63506 0.78 2.36 2.53
C -1.43424 -3.62152 2.79683 -2.10 1.15 -0.74
O -1.27661 -4.61419 1.77322 -1.70 0.62 0.59
C -0.30178 -5.41282 2.18581 1.39 0.93 -2.85
O 0.22861 -6.20162 1.49409 -0.12 -2.83 -1.27
O 0.31144 -4.93907 3.21029 1.94 -1.35 2.55
H -0.51671 -3.85535 4.69159 0.01 -0.07 0.12
H 0.43070 -2.94670 3.54123 0.24 -0.24 -0.10
H -1.47095 -2.61652 2.37640 -0.12 -0.19 -0.42
H -2.33693 -3.73236 3.39762 -0.34 -0.45 -0.49
C -6.95157 -3.88482 0.36596 0.40 -0.35 0.50
C -5.56268 -3.55874 0.89880 -0.26 2.02 -1.64
O -4.82486 -4.77689 0.99177 -1.56 -1.24 0.47
C -5.57916 -5.76130 0.32620 1.92 1.27 -1.58
O -5.14906 -6.82059 -0.06355 -0.89 1.25 1.40
O -6.69482 -5.16931 -0.13511 -1.10 -2.44 -0.19
H -7.35662 -3.34276 -0.48856 0.46 0.53 0.24
H -7.68174 -3.84789 1.17441 -0.25 -0.55 -0.05
H -5.68761 -2.88079 1.74312 0.84 -0.70 0.61
H -5.10401 -2.98164 0.09588 0.51 0.24 0.21
C 2.13470 1.31198 4.22896 -1.98 2.39 1.22
C 0.63705 0.88434 3.91276 0.92 3.37 0.29
O 0.76294 -0.45804 3.79311 2.08 -3.24 -0.60
C 2.08514 -0.74070 3.45255 0.56 0.23 0.09
O 2.51838 -1.81236 3.17092 -0.60 0.35 0.03
O 2.87760 0.40429 3.52074 -0.77 -2.57 -0.51
H 2.33918 1.31936 5.29958 -0.07 -0.88 0.34
H 2.45012 2.33271 4.01279 -0.34 -0.27 -0.77
H 0.32531 1.27228 2.94301 0.01 0.40 -0.16
H -0.11179 1.16784 4.65232 0.34 -0.04 0.15
C -5.17063 -0.75923 -6.34903 1.60 0.83 0.47
C -5.46997 0.74881 -6.09934 -2.59 -2.38 0.02
C -4.87203 1.19597 -4.76941 1.29 0.86 -0.87
C -3.37533 1.07727 -4.87675 3.85 -0.47 0.52
N -2.18698 1.00339 -4.94773 -4.79 0.33 0.18
H -4.09471 -0.69040 -6.50949 0.18 -1.23 -0.48
H -5.72182 -1.27254 -7.13694 0.18 0.53 -0.27
H -5.33243 -1.34943 -5.44703 0.00 0.15 0.17
H -6.54136 0.58964 -5.97732 -0.47 1.31 0.30
H -5.34982 1.30443 -7.02937 0.56 0.41 0.50
H -5.31752 0.68975 -3.91303 0.43 -0.60 -0.12
H -5.03734 2.24198 -4.51131 -0.16 0.23 -0.39
C -3.51525 0.40917 -1.34742 1.18 -0.19 0.96
C -2.50746 -0.41361 -0.41550 -2.26 -0.50 -0.03
C -1.68043 0.35931 0.60225 0.05 0.74 -1.23
C -0.49941 0.70970 -0.15833 7.28 3.06 -2.35
N 0.55636 1.05961 -0.67363 -6.33 -2.17 2.74
H -3.96042 -0.21975 -2.11838 0.22 -0.11 0.04
H -3.07225 1.29487 -1.80283 0.33 -0.13 -0.20
H -4.34597 0.79845 -0.75882 0.00 -0.15 0.33
H -1.87157 -1.12908 -0.93687 -0.06 0.21 -0.33
H -3.16574 -1.02589 0.20084 -0.31 -0.36 0.00
H -1.38692 -0.15245 1.51880 -0.14 -0.44 -0.05
H -2.20349 1.26980 0.89469 -0.01 0.10 0.09
O 4.92481 3.39741 2.86215 -0.61 -0.67 -0.14
P 4.78548 4.15257 1.60834 -1.75 1.55 -1.87
N 3.17001 4.18625 0.82873 -0.03 -0.03 0.31
C 2.97867 4.91386 -0.48962 -0.05 0.18 1.56
C 2.09602 3.14763 1.20364 2.18 0.89 0.30
N 5.75594 3.62311 0.35096 0.90 0.60 0.47
C 6.16078 4.46843 -0.73253 0.37 1.14 -0.02
C 6.17217 2.23110 0.15130 -1.30 -0.04 0.86
N 5.19560 5.83682 1.90388 0.31 -1.01 -2.22
C 6.55313 6.04628 2.36697 0.64 -0.19 0.85
C 4.29932 6.78258 2.51794 -0.65 -0.33 0.65
H 1.93185 5.08069 -0.74343 -0.40 -1.09 0.20
H 3.49666 4.50208 -1.35576 -0.01 -0.04 0.18
H 3.18251 5.97332 -0.33431 1.09 0.05 -0.06
H 2.32155 2.12391 0.90486 0.19 0.08 -0.50
H 1.12679 3.41411 0.78210 0.13 0.25 0.28
H 2.16208 3.12112 2.29131 -0.74 0.15 -0.09
H 6.14031 5.51642 -0.43354 -0.45 0.09 -0.05
H 7.21787 4.31487 -0.94950 0.04 -0.35 -0.30
H 5.54358 4.32844 -1.61999 0.24 -0.02 -0.21
H 5.26053 1.63616 0.09606 0.08 -0.41 0.34
H 6.63768 2.04360 -0.81630 0.28 0.59 0.15
H 6.79468 1.93009 0.99389 0.06 -0.38 -0.20
H 7.35616 6.22100 1.65093 -0.32 -0.32 -0.73
H 6.59003 6.94965 2.97580 -0.13 -0.10 0.17
H 6.86002 5.22240 3.01128 0.21 -0.08 0.11
H 3.38332 7.00865 1.97210 0.00 -0.39 -0.17
H 4.79201 7.73721 2.70238 0.14 -0.07 -0.30
H 4.06198 6.37861 3.50211 -0.48 0.33 0.29
O -2.18186 -5.65625 -5.57383 -0.50 0.23 1.70
P -2.93104 -5.39876 -4.29554 -2.07 1.26 -1.70
N -4.61134 -5.55299 -4.57390 -0.46 -1.17 1.03
C -5.24189 -5.34202 -5.88987 0.78 -0.14 0.95
C -5.63479 -5.57647 -3.44068 1.89 -0.06 -2.15
N -2.94756 -3.71971 -3.90203 2.65 0.58 -0.43
C -3.95549 -2.83739 -3.21405 1.35 -2.47 -1.14
C -1.65608 -2.95511 -4.05124 -0.77 -0.72 1.03
N -2.57448 -6.32033 -2.95060 0.32 0.55 0.57
C -2.80760 -7.77122 -2.70086 -0.42 1.15 -0.91
C -1.64626 -5.73647 -1.94108 -0.16 -0.75 -0.61
H -5.56269 -4.30200 -5.94953 -0.11 0.22 -0.39
H -6.12060 -5.98105 -5.97711 -0.10 -0.08 0.05
H -4.55856 -5.59852 -6.69941 0.08 0.22 0.14
H -6.15926 -4.62299 -3.50309 -0.34 -0.10 0.54
H -5.05735 -5.71997 -2.52741 -0.53 0.03 0.15
H -6.31661 -6.39439 -3.67359 -0.11 -0.05 0.46
H -3.69579 -1.81696 -3.49579 -0.54 -0.07 -0.29
H -4.85056 -3.29233 -3.63828 -0.56 1.15 0.65
H -3.84911 -2.91182 -2.13180 -0.38 -0.06 0.21
H -0.83189 -3.54515 -4.45207 -0.30 -0.07 -0.26
H -1.79172 -2.01969 -4.59408 -0.13 -0.16 -0.38
H -1.37140 -2.65808 -3.04186 0.38 0.19 0.24
H -3.32802 -7.76946 -1.74313 0.00 -0.72 -0.04
H -3.38633 -8.21447 -3.51123 -0.54 0.32 0.16
H -1.91714 -8.39950 -2.72201 0.49 0.46 0.45
H -1.47361 -4.68050 -2.14893 0.14 -0.22 0.08
H -0.73793 -6.33615 -1.99959 0.44 0.41 -0.03
H -1.97333 -5.85998 -0.90867 -0.55 0.07 -0.03
O 4.58242 -3.29005 -3.09598 -1.02 0.97 3.79
P 4.11052 -3.02123 -1.64230 -0.43 -0.05 -1.28
N 4.67474 -1.60178 -0.84469 -0.06 -0.03 -3.15
C 3.93246 -1.01999 0.20177 -0.34 0.35 1.32
C 5.86870 -0.86212 -1.29691 0.24 -0.64 0.82
N 4.65634 -4.11960 -0.55590 0.74 -3.18 -0.23
C 4.24818 -4.08230 0.86805 1.38 0.46 -1.04
C 5.79515 -5.08861 -0.88082 -1.90 1.29 1.22
N 2.35933 -3.02325 -1.27812 2.86 -0.11 -1.09
C 1.60630 -1.98379 -2.02245 -0.80 -1.65 0.27
C 1.66118 -4.31711 -1.07307 0.22 0.13 -0.18
H 3.18843 -1.72763 0.56752 0.36 0.16 0.33
H 3.36134 -0.10818 0.02709 -0.02 0.40 -0.70
H 4.69893 -0.76883 0.93493 -0.47 0.02 0.81
H 6.75521 -1.49582 -1.27218 -0.09 -0.62 -0.91
H 6.21567 -0.20627 -0.49842 -0.75 0.41 0.08
H 5.78490 -0.29886 -2.22633 -0.12 -0.14 -0.03
H 4.99911 -3.42854 1.31167 -0.54 0.58 0.71
H 3.21653 -3.73933 0.94656 0.33 -0.03 0.36
H 4.42041 -5.02515 1.38716 -0.41 -0.39 -0.46
H 5.85135 -5.17632 -1.96583 0.27 -0.19 0.29
H 6.70643 -4.77400 -0.37219 0.37 0.50 -0.51
H 5.55840 -5.99402 -0.32201 -0.23 -0.49 -0.64
H 0.87659 -1.55746 -1.33407 0.22 0.64 -0.08
H 2.19986 -1.26825 -2.59148 0.27 0.08 0.60
H 1.00694 -2.51104 -2.76466 -0.09 0.02 -0.36
H 0.97837 -4.22673 -0.22826 -0.27 0.01 -0.14
H 2.27478 -5.19329 -0.86357 0.80 0.59 0.44
H 1.15339 -4.72756 -1.94587 -0.49 0.74 -0.37
O -0.71993 3.23229 5.67989 0.79 1.80 -0.19
P -0.93943 4.63041 5.16612 -1.61 0.54 0.70
N -1.60097 5.68839 6.39753 -0.27 -4.29 -0.51
C -1.97476 5.01336 7.66092 -0.39 -0.12 -0.78
C -1.97640 7.06849 6.25991 1.49 -0.29 -1.19
N -2.12836 4.58210 3.94591 -0.09 0.15 -0.88
C -1.82206 3.68180 2.79963 1.63 -0.02 0.49
C -3.56095 4.57447 4.24620 0.33 1.76 0.09
N 0.39838 5.47020 4.54518 -0.94 -0.40 -0.24
C 1.73605 5.02773 4.79222 0.80 -0.53 0.66
C 0.35428 6.56415 3.59288 -1.27 -0.08 0.63
H -1.71554 3.95556 7.70549 1.34 0.33 -0.16
H -3.04037 4.79842 7.74071 -0.65 1.15 0.18
H -1.56672 5.62204 8.46783 -0.26 -0.40 0.37
H -0.96963 7.48404 6.30253 -0.44 1.70 0.64
H -2.74626 7.38509 6.96363 0.46 0.04 0.17
H -2.30794 7.30069 5.24785 -0.41 -0.12 -0.11
H -2.61568 3.19076 2.23646 -0.69 0.24 0.88
H -1.25400 4.15510 1.99876 0.23 0.52 0.14
H -1.17072 2.92640 3.23920 -0.06 -0.52 -0.51
H -3.79133 5.48592 4.79782 0.03 -0.23 0.80
H -4.07910 4.85015 3.32771 -0.14 -0.88 -0.25
H -3.94513 3.68933 4.75318 0.00 -0.08 -0.21
H 1.96249 4.10986 4.24968 0.06 -0.14 0.42
H 2.50267 5.72512 4.45453 -0.52 0.36 -0.18
H 1.90635 4.97464 5.86753 0.15 -0.67 0.05
H 0.82371 7.45067 4.01927 0.40 0.02 -0.09
H -0.69940 6.82860 3.50371 0.02 0.04 -0.72
H 0.81936 6.26604 2.65325 -0.12 0.21 -0.19
```
Positions in Å, forces in eV/Å.

- HOMO-LUMO gap (spin up / spin down) (Ha) = 0.08167 / 0.28547
- E_HOMO (spin up / spin down) (eV) = -0.32 / -5.88
- expectation value of S² = 0.751
- LUMO energy (spin up / spin down) (eV) = 1.91 / 1.89
- 2S+1 = 2
- charge = -1



# C3H23NO7S2

8 unconnected molecules or ions with the total composition C3H23NO7S2 in a non-equilibrium geometry (ωB97M-V/def2-TZVPD, the OMol25 dataset).

Geometry as XYZ:
```
36
Properties=species:S:1:pos:R:3:forces:R:3
N 1.40815 -0.16890 -1.69943 0.09 -0.34 -0.02
C 0.63426 -0.76141 -2.77771 0.22 -0.90 -1.08
C -0.67036 -1.42263 -2.35242 -0.50 -0.13 -1.55
C -1.85912 -0.47699 -2.29276 1.40 1.39 1.12
S -3.40631 -1.17910 -1.79855 -1.00 0.19 -0.07
S -3.16298 -1.96986 0.05404 0.39 -1.07 0.01
H 1.86857 0.66914 -2.00070 0.13 0.33 0.23
H 0.88046 -0.03045 -0.85240 -0.27 0.27 -0.10
H 1.16896 -1.55971 -3.32045 0.56 -0.06 0.86
H 0.54953 -0.09049 -3.64330 -0.73 0.50 0.48
H -0.56284 -2.03832 -1.45930 0.06 0.36 0.28
H -0.88762 -2.14465 -3.14825 -0.05 -0.08 0.10
H -2.02079 0.12792 -3.18882 -0.21 -0.77 -0.55
H -1.58775 0.35837 -1.63212 -0.26 -0.27 0.49
H -3.25706 -0.98729 0.94685 -0.10 0.70 -0.19
O -1.27642 0.94132 0.88987 -0.18 0.07 -0.55
H -1.47189 0.90447 1.83549 0.42 -0.07 0.00
H -0.35866 0.65393 0.80534 -0.28 -0.17 0.45
O -0.03907 1.18672 3.29040 -0.33 -0.01 0.29
H 0.12075 2.11132 3.04529 0.27 0.17 0.29
H -0.05867 1.11572 4.25674 0.08 0.26 -0.34
O -0.86389 3.58937 -0.24699 0.12 0.08 -0.08
H -1.76114 3.27069 -0.11133 -0.13 0.00 0.06
H -0.39111 2.76371 -0.39976 -0.05 0.05 0.05
O 1.83783 -0.86727 3.17736 -0.20 0.44 -0.16
H 1.21975 -0.12178 3.05042 0.40 -0.31 0.18
H 1.45544 -1.55727 2.62537 -0.05 -0.35 -0.09
O 2.86046 -2.23892 -0.52216 0.13 -0.52 0.39
H 2.36551 -1.45728 -0.80690 0.09 0.51 -0.59
H 3.52933 -1.90543 0.08590 -0.06 -0.11 0.05
O 0.56565 -2.61863 1.15344 -0.06 0.04 -0.30
H -0.02631 -3.36293 1.00655 -0.06 0.07 0.10
H 1.20774 -2.65266 0.42127 0.27 -0.10 0.27
O 0.76524 4.02793 2.25613 -0.08 -0.46 -0.03
H -0.11187 4.06698 1.85122 0.04 0.17 -0.24
H 1.33624 3.82438 1.50166 -0.09 0.15 0.24
```
Positions in Å, forces in eV/Å.

- HOMO-LUMO gap (Ha) = 0.33199
- E_HOMO (eV) = -9.07
- LUMO energy (eV) = -0.03
- 2S+1 = 1
- energy above the lowest of the compared OMol25 structures with the same formula, charge and spin (eV) = 0.0000
- SMILES string = NCCCSS.O.O.O.O.O.O.O
- charge = 0



# C6H3S2

A gas-phase ion, C6H3S2 (charge -1) in a non-equilibrium geometry (ωB97M-V/def2-TZVPD, the OMol25 dataset).

Geometry as XYZ:
```
11
Properties=species:S:1:pos:R:3:forces:R:3
S 3.36461 -2.22527 -0.05935 0.29 -0.30 0.36
C 2.30392 -0.89388 0.14579 1.27 0.04 -0.65
C 0.89555 -1.04763 0.06654 -1.29 -1.01 -0.51
C -0.04447 -0.01927 -0.01975 2.69 0.77 0.13
C 0.37715 1.36598 -0.06091 -1.56 -0.88 0.07
C 1.70591 1.43862 -0.05299 3.41 -0.28 1.02
C 2.63218 0.43687 0.12879 -1.84 2.45 -0.51
S 3.43544 2.08858 -0.00522 -0.70 -0.75 0.00
H 0.74311 -2.14660 -0.09430 -0.92 1.14 0.38
H -1.06718 -0.07265 -0.17302 -1.90 -1.15 -0.08
H -0.38772 2.14435 -0.08248 0.54 -0.03 -0.20
```
Positions in Å, forces in eV/Å.

- HOMO-LUMO gap (Ha) = 0.22629
- E_HOMO (eV) = -2.91
- LUMO energy (eV) = 3.25
- 2S+1 = 1
- energy above the lowest of the compared OMol25 structures with the same formula, charge and spin (eV) = 0.0000
- SMILES string = [S-]c1cccc2c1S2
- charge = -1



# C3H10O3

2 unconnected molecules or ions with the total composition C3H10O3 in a non-equilibrium geometry (ωB97M-V/def2-TZVPD, the OMol25 dataset).

Geometry as XYZ:
```
16
Properties=species:S:1:pos:R:3:forces:R:3
O -0.19638 -1.84650 1.42750 -0.20 0.43 0.27
C -0.79005 -0.54984 1.16823 1.52 -1.51 -0.49
C 0.17278 0.31574 0.38101 1.41 -0.15 0.31
C -0.33798 1.63361 -0.06907 -0.62 1.44 0.14
O 0.79411 2.40144 -0.47139 -0.05 0.13 -0.43
H 0.37755 -2.06908 0.69584 0.19 -0.23 -0.38
H -1.68780 -0.76405 0.58828 -0.51 0.59 0.44
H -0.87135 -0.15030 2.17364 -0.93 0.36 -0.15
H 1.07553 0.50315 0.97713 -0.37 0.20 0.48
H 0.70144 -0.16782 -0.45016 -0.75 -0.20 -0.16
H -1.11776 1.57193 -0.83990 0.34 -0.23 -0.34
H -0.84530 2.18846 0.72974 0.05 -0.30 0.36
H 0.52604 3.29926 -0.71133 -0.03 -0.35 0.08
O 1.05407 -2.20809 -1.63574 0.01 -0.53 -0.21
H 0.64759 -2.72015 -2.34322 0.22 -0.30 0.03
H 0.49752 -1.43777 -1.62056 -0.28 0.66 0.06
```
Positions in Å, forces in eV/Å.

- HOMO-LUMO gap (Ha) = 0.40008
- E_HOMO (eV) = -10.23
- LUMO energy (eV) = 0.65
- 2S+1 = 1
- energy above the lowest of the compared OMol25 structures with the same formula, charge and spin (eV) = 0.8284
- SMILES string = OCCCO.O
- charge = 0